[1]
A single C5H12N2 molecule at a distorted geometry, computed with wB97M-V/def2-TZVPD.

Last columns: bonded neighbours and bond lengths (Å).
Atoms and positions in Å:
1 C -0.10 0.02 -0.88  C2 1.531, N5 1.460, H8 1.086, H9 1.098
2 C 1.42 0.04 -1.05  C1 1.531, C3 1.516, H10 1.094, H11 1.087
3 C 2.29 -0.18 0.17  C2 1.516, C4 1.333, H12 1.083
4 C 2.64 -1.39 0.61  C3 1.333, H13 1.082, H14 1.077
5 N -0.56 0.81 0.26  C1 1.460, C6 1.439, H15 1.015
6 C -1.96 1.10 0.33  N5 1.439, N7 1.470, H16 1.095, H17 1.092
7 N -2.80 -0.08 0.59  C6 1.470, H18 1.013, H19 1.011
8 H -0.49 -1.00 -0.87  C1 1.086
9 H -0.57 0.47 -1.77  C1 1.098
10 H 1.57 -0.89 -1.61  C2 1.094
11 H 1.73 0.98 -1.50  C2 1.087
12 H 2.80 0.65 0.63  C3 1.083
13 H 3.29 -1.43 1.48  C4 1.082
14 H 2.22 -2.32 0.26  C4 1.077
15 H -0.41 0.26 1.09  N5 1.015
16 H -2.30 1.46 -0.65  C6 1.095
17 H -2.17 1.87 1.08  C6 1.092
18 H -2.86 -0.36 1.57  N7 1.013
19 H -3.75 -0.02 0.25  N7 1.011

Values from the calculation:
- Maximum force: 1.3 eV Å⁻¹
- Orbital gap: 10.196 eV
- Net charge: 0
- SMILES: C=CCCNCN
- Calculated total energy: -307.1690 hartree

---

[2]
A single C5H12N2 molecule, computed with wB97M-V/def2-TZVPD.

Last columns: bonded neighbours and bond lengths (Å).
Atoms and positions in Å:
1 C 1.14 0.21 -0.06  C2 1.504, C3 1.514, N6 1.266
2 C 2.28 1.19 0.02  C1 1.504, H8 1.090, H9 1.086, H10 1.090
3 C 1.55 -1.24 -0.09  C1 1.514, H11 1.088, H12 1.087, H13 1.091
4 C -2.27 1.13 0.06  N7 1.448, H14 1.087, H15 1.091, H16 1.098
5 C -1.56 -1.19 0.01  N7 1.450, H17 1.085, H18 1.099, H19 1.090
6 N -0.01 0.74 -0.11  C1 1.266, N7 1.339
7 N -1.22 0.20 -0.28  C4 1.448, C5 1.450, N6 1.339
8 H 2.95 1.06 -0.83  C2 1.090
9 H 1.90 2.21 0.02  C2 1.086
10 H 2.86 1.02 0.93  C2 1.090
11 H 1.06 -1.82 0.69  C3 1.088
12 H 2.63 -1.32 0.05  C3 1.087
13 H 1.31 -1.69 -1.05  C3 1.091
14 H -1.91 2.13 -0.13  C4 1.087
15 H -3.14 0.94 -0.57  C4 1.091
16 H -2.58 1.05 1.11  C4 1.098
17 H -0.91 -1.86 -0.54  C5 1.085
18 H -1.50 -1.42 1.08  C5 1.099
19 H -2.58 -1.35 -0.33  C5 1.090

Values from the calculation:
- Maximum force: 0.8 eV Å⁻¹
- Orbital gap: 8.820 eV
- Net charge: 0
- SMILES: CC(C)=NN(C)C
- Calculated total energy: -307.1616 hartree